Below is a molecular structure, C29H30BrNO4PbS5SbSi, with properties calculated with the ωB97M-V functional and the def2-TZVPD basis.

XYZ file:
```
73
Properties=species:S:1:pos:R:3:forces:R:3
Pb -0.0544 0.3159 0.2245 0.0997 0.0216 -0.0833
S -0.0120 3.7899 0.8622 -0.0452 -0.0560 -0.0240
Sb -2.1845 3.8631 0.2399 0.0412 0.0194 0.0121
S -3.2657 1.9819 1.5662 -0.0111 -0.0540 0.0069
S -2.7723 1.5277 -0.4617 -0.0146 0.0418 0.0076
S -5.2098 2.2306 1.7797 0.0043 0.0109 -0.0063
C -0.0271 0.4211 3.4952 0.0228 0.0633 0.0139
Si -0.7978 -1.2601 3.1519 -0.0273 -0.0130 -0.0266
C 0.3406 -2.5433 3.9237 0.0311 -0.0293 0.0353
C -2.4446 -1.2605 4.0470 -0.0455 0.0010 0.0124
N -0.9332 -1.4399 1.4417 0.0139 0.0048 -0.0603
C -1.5102 -2.5341 0.8311 -0.0151 -0.0050 0.0315
C -2.0001 -3.6640 1.5034 0.0021 0.0002 -0.0051
C -2.5770 -4.7352 0.8340 0.0044 0.0178 0.0084
C -2.6841 -4.7274 -0.5447 0.0038 0.0043 0.0007
C -2.2013 -3.6301 -1.2521 -0.0188 0.0000 -0.0081
C -1.6385 -2.5722 -0.5717 0.0527 -0.0317 -0.0285
O -1.1089 -1.4646 -1.2304 -0.0506 0.1071 -0.0067
C -1.2888 -1.3633 -2.6104 0.0167 -0.0106 0.0325
C -2.4748 -0.8458 -3.1008 0.0070 0.0188 0.0034
C -2.6193 -0.6947 -4.4731 0.0182 -0.0005 -0.0131
C -1.5890 -1.0640 -5.3283 -0.0210 0.0009 0.0126
C -0.4135 -1.5934 -4.8126 0.0070 -0.0010 0.0221
C -0.2568 -1.7506 -3.4427 0.0030 -0.0351 -0.0505
H 0.0475 0.5396 4.5810 -0.0001 0.0098 -0.0261
H -0.6204 1.2620 3.1240 -0.0053 -0.0211 0.0078
H 0.9858 0.5266 3.0984 0.0431 -0.0094 -0.0130
H 0.6082 -2.2551 4.9452 0.0001 -0.0123 -0.0216
H 1.2608 -2.6337 3.3386 -0.0165 0.0104 0.0165
H -0.1121 -3.5363 3.9680 0.0174 0.0260 -0.0038
H -2.2943 -1.0558 5.1116 -0.0066 -0.0028 -0.0173
H -2.9810 -2.2066 3.9607 -0.0001 0.0078 -0.0024
H -3.0899 -0.4761 3.6414 0.0118 -0.0198 0.0126
H -1.9216 -3.7034 2.5820 -0.0087 0.0042 -0.0087
H -2.9412 -5.5812 1.4043 0.0021 0.0052 -0.0012
H -3.1285 -5.5590 -1.0754 0.0036 0.0087 0.0041
H -2.2619 -3.6025 -2.3318 -0.0031 -0.0048 0.0137
H -3.2625 -0.5647 -2.4140 0.0035 -0.0060 0.0010
H -3.5370 -0.2797 -4.8707 0.0092 -0.0038 0.0036
H -1.6980 -0.9300 -6.3972 0.0039 -0.0009 0.0082
H 0.4009 -1.8647 -5.4700 -0.0026 0.0066 -0.0069
H 0.6631 -2.1314 -3.0197 0.0025 0.0182 0.0103
C 3.7895 -0.2017 2.8225 0.0042 -0.0211 0.0499
S 3.0974 -0.6502 1.2222 0.0077 -0.0836 -0.0535
O 3.7886 -1.8920 0.8019 -0.0014 0.0522 0.0265
C 3.7666 0.7241 0.2959 -0.0585 0.0426 0.0278
C 3.3430 2.0144 0.5956 -0.0264 -0.0066 -0.0408
C 3.7508 3.0614 -0.2124 0.0021 0.0251 -0.0202
C 4.5656 2.8100 -1.3118 -0.0050 -0.0139 0.0057
C 4.9665 1.5156 -1.6052 -0.0056 0.0057 -0.0038
C 4.5615 0.4570 -0.8009 0.0094 -0.0208 -0.0146
H 4.8745 -0.2456 2.7388 -0.0020 -0.0019 0.0070
H 3.4249 -0.9337 3.5431 0.0170 0.0188 -0.0130
H 3.4589 0.7974 3.1022 0.0062 -0.0117 0.0143
H 2.6682 2.2054 1.4241 -0.0091 0.0146 -0.0061
H 3.4028 4.0652 -0.0042 0.0022 -0.0086 0.0037
H 4.8593 3.6262 -1.9598 0.0014 -0.0036 0.0012
H 5.5591 1.3175 -2.4887 -0.0017 -0.0076 0.0099
H 4.8064 -0.5695 -1.0404 0.0033 0.0202 -0.0050
Br 2.3138 0.5682 -6.0935 -0.0123 -0.0031 -0.0141
C 1.6688 1.8359 -4.8297 -0.0235 -0.0187 -0.0236
C 1.2913 3.0618 -5.3671 0.0128 -0.0181 -0.0139
C 0.8251 4.0714 -4.5437 0.0120 0.0182 0.0022
C 0.7340 3.8507 -3.1774 0.0153 -0.0149 0.0195
C 1.0894 2.6168 -2.6633 0.0723 -0.0599 -0.0417
C 1.5617 1.5752 -3.4660 -0.0635 -0.0717 0.0318
C 1.9625 0.2573 -2.7874 0.2038 0.2615 0.2176
O 2.8074 -0.4522 -3.3165 -0.0886 -0.0565 -0.0592
O 1.4080 0.0436 -1.6509 -0.1304 -0.0735 -0.0829
H 1.3733 3.2159 -6.4344 -0.0038 -0.0050 0.0031
H 0.5455 5.0265 -4.9714 -0.0057 -0.0101 0.0038
H 0.4001 4.6314 -2.5049 -0.0149 -0.0078 0.0081
H 1.0392 2.4586 -1.5969 -0.0500 -0.0315 0.0969
```
Forces are in eV/Å.

* highest occupied orbital energy: -5.171 eV
* energy above the lowest of the compared OMol25 structures with the same formula, charge and spin: 0.000 eV
* total energy: -184127.37520 eV
* 2S+1: 1
* largest force on an atom: 0.397 eV Å⁻¹
* total charge: -1

List of Mulliken charges in e, atom by atom:
1 Pb 0.788
2 S -0.469
3 Sb 0.456
4 S -0.100
5 S -0.294
6 S -0.397
7 C -1.016
8 Si 0.102
9 C -1.038
10 C -1.057
11 N 0.671
12 C 0.286
13 C -0.334
14 C -1.134
15 C -0.804
16 C -0.660
17 C 0.465
18 O 0.260
19 C -0.230
20 C -0.012
21 C -0.937
22 C -0.548
23 C -0.728
24 C -0.025
25 H 0.461
26 H 0.237
27 H 0.197
28 H 0.356
29 H 0.273
30 H 0.352
31 H 0.332
32 H 0.339
33 H 0.250
34 H 0.199
35 H 0.369
36 H 0.381
37 H 0.441
38 H 0.591
39 H 0.407
40 H 0.400
41 H 0.513
42 H 0.482
43 C -1.316
44 S 1.215
45 O -0.801
46 C 0.153
47 C -0.112
48 C -0.682
49 C -0.479
50 C -0.389
51 C -0.512
52 H 0.431
53 H 0.392
54 H 0.342
55 H 0.236
56 H 0.383
57 H 0.384
58 H 0.357
59 H 0.397
60 Br -0.162
61 C 0.134
62 C -0.554
63 C -0.537
64 C -1.106
65 C 0.266
66 C 0.533
67 C 0.277
68 O -0.711
69 O -0.385
70 H 0.413
71 H 0.388
72 H 0.391
73 H 0.231